[1]
46
Properties=species:S:1:pos:R:3:forces:R:3:mulliken_charge:R:1 method="wB97M-V/def2-TZVPD" charge=0 smiles="COc1cc(C(=O)Nc2ccc(N(C)C)cc2)cc(OC)c1OC"
C -5.166868 3.683006 -1.400056 -0.34 0.34 -0.16 -0.70
O -4.554316 2.518399 -0.891836 0.25 -0.14 0.19 -0.45
C -3.246706 2.485672 -0.525483 0.21 -0.17 0.06 0.23
C -2.772561 1.204256 -0.263907 0.07 0.08 -0.02 -0.95
C -1.459667 0.969507 0.108672 -0.26 0.39 0.05 0.45
C -1.033539 -0.443511 0.349715 0.08 0.15 -0.06 0.46
O -1.796546 -1.277617 0.795422 -0.07 -0.12 -0.01 -0.67
N 0.262537 -0.677752 0.006536 0.21 0.37 -0.15 -0.14
C 0.996370 -1.869225 0.085791 0.14 -0.38 0.09 0.48
C 0.498366 -3.038865 0.649684 -0.13 0.18 0.00 -0.87
C 1.274054 -4.177595 0.698779 0.22 -0.11 -0.03 -0.42
C 2.581455 -4.201577 0.193156 -0.14 0.14 0.00 0.82
N 3.347371 -5.340119 0.241481 0.23 -0.32 0.01 0.14
C 4.617721 -5.401191 -0.433753 0.01 0.16 0.02 -1.13
C 2.910632 -6.484799 0.999559 -0.15 0.04 -0.02 -1.12
C 3.072245 -3.013829 -0.366654 0.08 -0.08 -0.02 -0.40
C 2.293198 -1.877678 -0.419172 -0.26 0.02 0.08 -1.04
C -0.610980 2.054433 0.276501 -0.04 0.04 -0.06 -0.91
C -1.070792 3.345701 0.065178 0.12 0.05 0.03 0.64
O -0.197693 4.406312 0.270078 -0.34 -0.38 -0.37 -0.48
C 0.136436 4.634176 1.622763 0.01 0.11 0.31 -0.80
C -2.383390 3.589896 -0.365998 -0.01 0.20 -0.08 0.73
O -2.890441 4.840838 -0.600559 0.01 -0.52 0.39 -0.50
C -2.040045 5.880153 -1.039924 0.13 0.38 -0.19 -0.77
H -6.175311 3.370681 -1.672218 0.07 0.04 0.00 0.28
H -4.652476 4.055252 -2.289261 -0.03 -0.01 0.06 0.28
H -5.219148 4.475961 -0.652152 -0.02 -0.09 -0.11 0.24
H -3.452420 0.374842 -0.374179 -0.09 -0.08 -0.02 0.47
H 0.762114 0.087984 -0.423364 -0.22 -0.09 0.06 0.14
H -0.504405 -3.052374 1.041642 -0.04 -0.01 0.01 0.51
H 0.841664 -5.064773 1.130565 -0.03 -0.11 0.04 0.36
H 4.525948 -5.039046 -1.460787 0.07 0.00 -0.02 0.38
H 4.957442 -6.433967 -0.473332 -0.01 0.03 0.00 0.34
H 5.384047 -4.806397 0.078775 0.07 0.00 -0.08 0.32
H 2.080630 -7.005377 0.507480 -0.03 -0.06 0.09 0.31
H 3.736521 -7.184685 1.107102 -0.02 0.02 -0.01 0.34
H 2.588937 -6.186924 2.000862 -0.03 -0.06 0.02 0.39
H 4.074959 -2.964762 -0.758385 0.10 -0.02 -0.03 0.37
H 2.702495 -0.977088 -0.858202 0.05 0.08 -0.04 0.30
H 0.407197 1.928362 0.614947 0.10 0.01 0.03 0.55
H -0.746683 4.925819 2.202924 0.04 -0.02 -0.03 0.28
H 0.856944 5.450520 1.620395 -0.01 -0.03 0.08 0.27
H 0.586439 3.752678 2.088691 -0.01 0.04 -0.04 0.37
H -2.688862 6.579947 -1.569756 0.06 -0.03 0.01 0.31
H -1.267604 5.510008 -1.715856 -0.04 0.03 0.02 0.33
H -1.565267 6.394747 -0.201866 -0.03 -0.06 -0.10 0.23

***

[2]
47
Properties=species:S:1:pos:R:3:forces:R:3:mulliken_charge:R:1 method="wB97M-V/def2-TZVPD" charge=0 smiles="CCOC(=O)c1c(S(=O)(=O)N2CCc3ccccc32)c(C)n(C)c1C"
C 1.506171 2.940126 -2.208523 -0.09 -0.33 0.22 -1.42
C 1.853318 1.721400 -1.364152 0.32 0.51 0.05 0.00
O 0.698637 0.928938 -1.085290 -0.24 -0.13 -0.17 -0.19
C -0.094495 1.373317 -0.100540 -0.06 0.33 0.06 0.13
O 0.128154 2.385571 0.523363 0.07 -0.02 -0.04 -0.65
C -1.291967 0.546847 0.074474 -0.32 0.17 0.13 1.76
C -1.481565 -0.854419 -0.087325 0.16 -0.44 -0.04 0.77
S -0.382363 -2.250169 -0.183595 0.26 0.07 0.05 1.45
O -0.513354 -2.930547 1.073933 0.11 0.22 0.05 -0.71
O -0.667527 -2.992504 -1.379041 0.17 0.24 -0.13 -0.73
N 1.171581 -1.716588 -0.336216 -1.16 -0.59 0.06 0.07
C 1.972271 -1.933746 -1.533924 -0.17 -0.22 -0.89 -0.60
C 3.417103 -1.600512 -1.116762 -0.01 -0.07 0.13 -0.93
C 3.240600 -0.928721 0.219136 -0.31 -0.05 -0.03 0.92
C 4.149585 -0.272923 1.016371 -0.15 -0.01 0.04 -0.71
C 3.719735 0.243972 2.234849 0.14 0.07 0.09 -0.64
C 2.406594 0.085968 2.642733 0.00 0.03 0.00 -0.84
C 1.479031 -0.574713 1.847496 0.05 -0.05 0.01 -0.55
C 1.912151 -1.069329 0.632488 0.55 0.40 0.73 0.10
C -2.815144 -1.113368 0.117580 0.15 -0.35 -0.20 -0.38
C -3.524998 -2.415060 0.071424 -0.05 0.01 0.14 -1.81
N -3.445038 0.069684 0.381805 0.50 -0.19 -0.01 0.22
C -4.856522 0.212753 0.611215 -0.40 0.02 -0.07 -1.10
C -2.536962 1.082911 0.370002 0.72 0.22 -0.05 -0.56
C -2.915572 2.498538 0.610853 -0.01 0.00 -0.05 -1.89
H 0.853897 3.605784 -1.649430 -0.01 0.07 0.01 0.33
H 1.001545 2.633369 -3.121847 -0.01 0.00 -0.11 0.32
H 2.416254 3.474269 -2.466288 0.10 0.08 -0.06 0.43
H 2.307518 2.029551 -0.416812 0.01 -0.13 -0.15 0.29
H 2.532870 1.058513 -1.900257 -0.04 0.00 0.07 0.18
H 1.611047 -1.272774 -2.328751 0.11 -0.07 0.01 0.25
H 1.845036 -2.965571 -1.863652 0.11 0.15 -0.07 0.53
H 4.016286 -2.507273 -1.003341 -0.02 0.01 -0.07 0.36
H 3.916749 -0.960522 -1.844573 -0.03 -0.04 -0.03 0.33
H 5.176780 -0.158953 0.702136 0.11 0.01 -0.03 0.45
H 4.419152 0.769035 2.867495 0.05 0.04 0.07 0.40
H 2.091227 0.489014 3.593184 -0.03 0.04 0.08 0.41
H 0.458368 -0.710600 2.166073 -0.10 0.03 0.10 0.55
H -4.393932 -2.362858 -0.584080 -0.04 -0.06 -0.04 0.45
H -2.841324 -3.170360 -0.303180 -0.18 -0.10 -0.02 0.41
H -3.853956 -2.714203 1.067033 -0.07 -0.08 0.04 0.36
H -5.395541 0.311619 -0.334725 -0.02 0.00 0.07 0.31
H -5.233479 -0.661635 1.139025 0.00 0.06 0.00 0.38
H -5.044558 1.097890 1.215139 0.01 -0.06 -0.01 0.39
H -3.651566 2.838710 -0.117839 -0.08 0.07 -0.01 0.38
H -2.026886 3.117972 0.542853 -0.04 0.03 0.01 0.38
H -3.334891 2.621619 1.609503 -0.04 0.07 0.06 0.40

***

[3]
47
Properties=species:S:1:pos:R:3:forces:R:3:mulliken_charge:R:1 method="wB97M-V/def2-TZVPD" charge=0 smiles="CC(C)=NC1=C(c2cccnc2)C(=O)C=C(COO)C1=O.CC(C)O"
C 0.502968 2.008449 -0.973899 -0.34 0.02 -0.39 -1.35
C 1.329380 1.795517 -2.209282 0.63 0.03 -0.02 1.13
C 1.957896 2.999074 -2.826957 0.06 0.32 -0.25 -1.40
N 1.576636 0.676478 -2.758725 -0.76 -0.23 0.06 -0.56
C 0.886814 -0.454063 -2.321978 0.17 0.17 0.10 -0.17
C -0.402452 -0.723902 -2.603990 0.09 -0.21 0.18 0.86
C -1.300490 0.146201 -3.377029 0.07 -0.32 0.49 -0.02
C -2.615177 0.332761 -2.987412 0.31 -0.05 -0.12 -0.38
C -3.375229 1.173295 -3.760915 -0.62 -0.25 0.71 -0.65
C -2.814002 1.786230 -4.841854 0.04 0.82 -1.08 -0.27
N -1.559321 1.626360 -5.262108 -0.25 -0.40 0.59 -0.68
C -0.850346 0.789152 -4.507078 0.61 0.32 -0.78 -0.14
C -0.979827 -1.983177 -2.078960 -1.05 -0.55 -0.29 0.27
O -2.051999 -2.414444 -2.488318 0.62 0.27 0.31 -0.61
C -0.260469 -2.724920 -1.026050 0.43 0.22 0.09 -0.60
C 1.020958 -2.484131 -0.772668 -0.26 0.09 -0.04 0.77
C 1.746095 -3.257068 0.286088 0.13 -0.25 -0.27 -1.22
O 1.277238 -2.951126 1.575542 -0.09 0.00 0.61 -0.17
O 2.202288 -1.987605 2.110208 0.51 0.17 -0.29 -0.40
C 1.706975 -1.437774 -1.555312 1.46 0.15 -0.03 0.60
O 2.926245 -1.356393 -1.568454 -0.84 -0.06 0.13 -0.60
H 0.511977 3.052275 -0.703445 0.15 0.25 0.26 0.42
H 0.827419 1.397159 -0.140970 0.10 -0.19 0.14 0.32
H -0.532226 1.771926 -1.197901 -0.28 -0.21 0.04 0.30
H 1.547885 3.927357 -2.449404 -0.06 0.13 0.15 0.41
H 1.812249 2.985161 -3.899728 -0.03 -0.10 -0.26 0.36
H 3.029595 3.003667 -2.662818 0.23 -0.05 0.15 0.30
H -2.993688 -0.184858 -2.127989 -0.28 -0.03 0.21 0.48
H -4.408255 1.353372 -3.527633 -0.26 0.08 0.06 0.39
H -3.429602 2.459903 -5.419480 -0.02 0.14 -0.20 0.37
H 0.164000 0.603643 -4.819367 0.24 0.05 -0.16 0.57
H -0.777199 -3.477802 -0.455017 -0.38 -0.20 -0.18 0.52
H 1.545686 -4.313241 0.138516 -0.16 -0.24 0.09 0.43
H 2.818026 -3.138728 0.219493 0.28 0.25 0.05 0.39
H 1.734480 -1.605911 2.863504 -0.52 -0.01 -0.02 0.31
C -1.526375 0.255453 5.740129 -0.11 -0.07 -0.13 -1.36
C -0.208772 -0.378251 5.323321 0.00 0.43 0.26 0.45
C 0.881802 -0.123689 6.352750 0.12 -0.11 -0.07 -1.23
O 0.193792 0.123242 4.044952 0.07 -0.38 -0.13 -0.48
H -1.417399 1.339768 5.829307 0.06 0.00 0.07 0.35
H -2.296023 0.065476 4.991829 0.01 -0.04 0.01 0.32
H -1.868061 -0.136321 6.698712 0.01 0.02 0.01 0.38
H -0.345588 -1.452547 5.194543 0.02 -0.01 -0.13 0.28
H 1.062746 0.949133 6.460368 -0.08 0.02 0.04 0.33
H 1.820495 -0.582164 6.039786 -0.02 -0.04 0.01 0.31
H 0.606931 -0.526308 7.328169 0.00 0.02 0.01 0.37
H 0.321923 1.073374 4.127525 0.02 0.05 0.00 0.30

***

[4]
46
Properties=species:S:1:pos:R:3:forces:R:3:mulliken_charge:R:1 method="wB97M-V/def2-TZVPD" charge=0 smiles="CCCC[C@@H](CC)C(=O)Nc1cc(=O)[nH]c2nc3ccccc3n12"
C -1.137973 2.392071 -2.291845 0.23 0.07 -0.02 -1.19
C 0.352765 2.203785 -2.036290 -0.26 -0.21 0.14 -0.60
C 0.610728 0.997636 -1.137525 0.35 0.31 -0.18 0.37
C 2.092757 0.802839 -0.822130 -0.32 -0.23 0.11 -1.63
C 2.322565 -0.447738 0.042129 0.36 0.15 -0.18 1.19
C 3.807599 -0.839995 0.149277 -0.11 0.09 0.14 -1.18
C 4.730987 0.277691 0.616774 -0.03 -0.14 0.04 -1.27
C 1.730718 -0.183735 1.408727 -0.04 -0.24 -0.43 -0.08
O 2.160997 0.614243 2.205907 0.10 0.24 0.16 -0.66
N 0.572027 -0.864921 1.731890 -0.61 -0.04 0.52 -0.11
C -0.192076 -1.743985 0.973893 0.52 -0.74 -0.27 0.62
C 0.257518 -2.941888 0.530981 0.05 0.38 0.27 -0.65
C -0.560550 -3.846472 -0.256127 -0.19 0.09 -0.12 0.07
O -0.211216 -4.922976 -0.684232 0.11 -0.14 -0.01 -0.65
N -1.849023 -3.376026 -0.493113 -0.06 -0.29 -0.15 0.01
C -2.320355 -2.183604 -0.062739 -0.24 0.59 0.25 0.15
N -3.491963 -1.682948 -0.282724 -0.07 -0.59 -0.33 -0.86
C -3.478193 -0.448057 0.326893 0.62 0.19 0.35 0.28
C -4.479315 0.510359 0.377267 0.14 -0.07 0.02 -0.80
C -4.206464 1.691412 1.038315 -0.08 0.07 -0.01 -0.45
C -2.969271 1.920131 1.634703 0.02 0.07 0.06 -1.00
C -1.958185 0.975997 1.599216 0.16 -0.01 0.08 -0.52
C -2.223941 -0.214002 0.942062 -0.71 0.57 -0.04 1.14
N -1.479366 -1.359678 0.687705 -0.30 -0.49 -0.34 0.17
H -1.556086 1.514850 -2.781256 -0.10 -0.08 -0.06 0.32
H -1.670843 2.542194 -1.354576 -0.11 0.01 0.09 0.21
H -1.311790 3.255688 -2.928773 -0.12 0.07 -0.07 0.43
H 0.873554 2.068518 -2.986712 0.09 0.04 -0.01 0.37
H 0.756598 3.099692 -1.560151 0.09 0.03 -0.03 0.35
H 0.219388 0.099873 -1.626219 -0.07 -0.07 0.03 0.33
H 0.055853 1.139748 -0.207771 -0.09 -0.05 0.03 -0.20
H 2.652077 0.692585 -1.753407 0.09 0.01 -0.02 0.41
H 2.469766 1.680367 -0.295846 0.09 0.04 -0.04 0.42
H 1.795204 -1.281757 -0.427038 0.06 0.15 0.05 0.43
H 3.887276 -1.682285 0.841546 0.05 -0.09 -0.06 0.39
H 4.131250 -1.190602 -0.833812 -0.05 -0.08 0.02 0.43
H 4.370953 0.701271 1.549489 0.07 0.08 0.03 0.32
H 5.731484 -0.117016 0.777508 0.12 0.02 -0.02 0.44
H 4.792794 1.068262 -0.126164 0.04 0.13 -0.05 0.27
H 0.134764 -0.525565 2.582555 0.14 -0.02 -0.08 0.37
H 1.253548 -3.273425 0.769928 0.06 0.01 0.08 0.53
H -2.476429 -3.957403 -1.033854 0.10 0.04 0.05 0.27
H -5.430390 0.325180 -0.093445 -0.12 -0.03 -0.06 0.46
H -4.964000 2.458433 1.092424 -0.07 0.07 0.00 0.40
H -2.788734 2.858248 2.136797 0.02 0.07 0.05 0.42
H -1.006985 1.192986 2.059769 0.07 0.04 0.02 0.31

***

[5]
42
Properties=species:S:1:pos:R:3:forces:R:3:mulliken_charge:R:1 method="wB97M-V/def2-TZVPD" charge=+1
C 2.796227 4.027738 1.894591 -0.84 -0.06 0.05 -0.74
C 1.516615 3.620021 1.939934 0.76 -0.43 0.01 -0.06
C 0.967579 2.608735 0.951410 -0.06 1.12 -0.45 -0.23
N 0.450997 1.392071 1.501701 -0.10 -2.40 -0.35 -0.40
H 3.201603 4.755397 2.605395 -0.17 -0.32 -0.31 0.26
H 3.467535 3.655308 1.105748 -0.31 0.20 0.45 0.22
H 0.796079 3.940242 2.705353 0.50 0.11 -0.21 0.28
H 0.098912 3.060994 0.445949 0.41 0.37 -0.31 0.18
H 1.750385 2.395051 0.200803 -0.48 -0.01 0.28 0.20
H 0.090120 1.353876 2.449159 0.52 0.07 -0.23 0.24
H 0.888651 0.519934 1.146632 -0.30 1.15 1.07 0.23
C 2.151432 0.276670 -5.281900 -0.02 -0.02 0.03 -0.80
O 1.089658 1.128109 -4.805586 -0.31 -0.35 1.19 -0.43
C 0.547082 0.850369 -3.593084 -0.11 -0.11 -0.50 0.92
C -0.577053 1.621346 -3.190694 0.67 -0.06 -0.52 -0.83
C -1.178510 1.365111 -1.989712 -0.08 0.02 0.29 -0.44
C -0.733823 0.327738 -1.127527 0.57 0.12 -0.24 0.99
C -1.395640 0.183227 0.121468 -0.15 -0.24 -0.21 -0.75
C -1.518568 -1.015081 0.874132 0.06 -0.94 0.74 0.78
C -2.190330 -0.952268 2.134878 0.10 0.09 -0.44 -0.77
C -2.216551 -2.040155 2.987069 -0.15 0.28 -0.05 -0.62
C -1.573298 -3.238821 2.639438 -0.23 0.20 -0.14 1.06
C -1.552127 -4.381171 3.598061 0.21 -0.25 0.26 -1.39
C -0.986021 -3.358905 1.373401 -0.12 0.52 -0.49 -0.83
C -0.996145 -2.292367 0.476081 -0.31 0.32 0.56 -0.57
C 0.405745 -0.431473 -1.538473 -0.40 0.15 -0.34 -0.41
C 1.017957 -0.188031 -2.755589 0.03 0.17 0.00 -1.03
H 2.427322 0.696730 -6.250733 -0.02 -0.16 0.22 0.24
H 3.019206 0.288016 -4.602907 -0.31 0.13 -0.24 0.33
H 1.792602 -0.757892 -5.399697 0.08 0.36 -0.01 0.36
H -0.912599 2.420107 -3.850558 0.00 -0.25 0.16 0.45
H -2.059493 1.934185 -1.687260 0.30 -0.02 -0.11 0.42
H -1.994945 1.030377 0.475706 0.15 -0.34 -0.31 0.32
H -2.717180 -0.021688 2.381807 0.35 -0.38 0.10 0.40
H -2.749703 -1.973874 3.940025 0.23 -0.01 -0.33 0.42
H -0.795262 -5.105963 3.297276 -0.03 0.00 0.12 0.38
H -1.311780 -4.009679 4.598040 0.00 -0.13 -0.06 0.37
H -2.503281 -4.922623 3.680471 0.06 0.29 -0.19 0.30
H -0.544601 -4.310990 1.081181 -0.15 0.22 0.01 0.37
H -0.664436 -2.439732 -0.546785 0.02 -0.04 0.29 0.69
H 0.815690 -1.228662 -0.921031 -0.05 0.41 -0.02 0.52
H 1.879949 -0.781981 -3.064173 -0.34 0.20 0.23 0.37

***

| no. | HOMO energy (hartree) |
| --- | --- |
| 1 | -0.2605 |
| 2 | -0.2951 |
| 3 | -0.3226 |
| 4 | -0.3178 |
| 5 | -0.4353 |